Computed, not measured: the molecule C7H8O3S at a distorted geometry, with ωB97M-V/def2-TZVPD.

CARTESIAN COORDINATES (ANGSTROEM)
O (3.735, 0.609, 0.802)
C (2.962, -0.159, 0.392)
C (2.061, -1.002, 0.015)
C (0.735, -0.607, -0.438)
C (0.384, 0.818, -0.874)
C (-0.512, 1.435, 0.239)
C (-1.217, 0.267, 0.729)
S (-2.694, -0.046, -0.003)
O (-3.391, -1.359, 0.220)
O (-3.568, 1.077, -0.169)
C (-0.327, -0.910, 0.551)
H (2.197, -2.085, 0.005)
H (0.538, -1.425, -1.315)
H (-0.326, 0.807, -1.755)
H (1.353, 1.387, -1.175)
H (0.118, 1.987, 0.998)
H (-1.353, 2.240, -0.028)
H (-0.913, -1.852, 0.314)
H (0.220, -1.184, 1.491)

Properties
Highest occupied orbital energy   -9.25 eV
Relative energy (zero: lowest compared OMol25 entry of this formula, charge and spin)   425.1 kJ/mol
E   -895.27843 a.u.
Total charge   0
SMILES string   O=C=C[C@@H]1CCC(=S(=O)=O)C1

Computed, not measured: the molecule C7H8S at a distorted geometry, with ωB97M-V/def2-TZVPD.

CARTESIAN COORDINATES (ANGSTROEM)
C (0.869, -1.200, 0.905)
C (-0.069, -0.031, 0.856)
C (-0.417, -1.238, 0.301)
C (1.977, 1.045, -0.191)
C (0.628, 1.289, 0.476)
C (-1.441, -2.027, -0.437)
C (-0.184, 2.142, -0.490)
S (2.324, -0.577, -0.219)
H (1.465, -1.628, 1.760)
H (0.840, 1.907, 1.342)
H (-1.642, -2.893, 0.218)
H (-2.241, -1.457, -0.728)
H (-0.997, -2.398, -1.440)
H (0.504, 2.926, -0.972)
H (-1.053, 2.687, -0.231)
H (-0.562, 1.453, -1.150)

Properties
Highest occupied orbital energy   -8.50 eV
Relative energy (zero: lowest compared OMol25 entry of this formula, charge and spin)   511.0 kJ/mol
E   -669.49976 a.u.
Total charge   0

Computed, not measured: a structure of composition C7H9Br2NO2S at a distorted geometry, with ωB97M-V/def2-TZVPD.

CARTESIAN COORDINATES (ANGSTROEM)
C (1.684, 0.894, 0.173)
C (-0.572, 0.230, -0.849)
C (1.749, 0.141, -1.771)
C (2.890, 0.644, -0.900)
C (-1.276, -0.312, 0.381)
C (-0.714, -1.632, 0.906)
C (-1.376, 0.655, 1.546)
N (0.819, 0.321, -0.736)
O (1.568, 1.288, 1.269)
O (-3.344, -0.521, -1.431)
S (-3.097, -0.691, 0.010)
Br (4.132, -0.650, -0.033)
Br (3.787, 2.231, -1.357)
H (-0.995, -0.346, -1.697)
H (-1.125, 1.259, -1.043)
H (1.745, -0.451, -2.744)
H (0.391, -1.506, 0.686)
H (-1.170, -2.463, 0.187)
H (-0.983, -1.753, 1.871)
H (-2.235, 0.344, 2.227)
H (-1.463, 1.726, 1.193)
H (-0.415, 0.592, 2.111)

Properties
Highest occupied orbital energy (alpha / beta)   -8.89 / -8.07 eV
Relative energy (zero: lowest compared OMol25 entry of this formula, charge and spin)   168.5 kJ/mol
E   -6023.43222 a.u.
Total charge   0

Computed, not measured: a structure of composition C7H9Br3 at a distorted geometry, with ωB97M-V/def2-TZVPD.

CARTESIAN COORDINATES (ANGSTROEM)
C (0.390, -1.144, 0.834)
C (1.082, -0.979, -0.298)
C (-0.004, -0.148, -1.004)
C (-0.723, -0.344, 0.337)
C (-1.984, 1.899, 0.368)
C (-0.987, 1.049, 1.130)
C (2.539, -1.524, -0.864)
Br (2.279, -2.321, -2.616)
Br (3.966, -0.047, -1.063)
Br (3.096, -2.870, 0.378)
H (0.584, -1.700, 1.750)
H (0.226, 0.834, -1.088)
H (-0.490, -0.523, -1.982)
H (-1.654, -0.965, 0.256)
H (-1.667, 2.122, -0.586)
H (-2.203, 2.996, 0.759)
H (-3.101, 1.501, 0.315)
H (-1.315, 0.667, 2.130)
H (-0.035, 1.496, 1.243)

Properties
Highest occupied orbital energy   -9.70 eV
Relative energy (zero: lowest compared OMol25 entry of this formula, charge and spin)   15.6 kJ/mol
E   -7994.06186 a.u.
Total charge   0

Computed, not measured: a structure of composition C7H9CdO6PS at a distorted geometry, with ωB97M-V/def2-TZVPD.

CARTESIAN COORDINATES (ANGSTROEM)
O (-1.127, 3.888, 0.946)
C (-1.624, 2.662, 1.249)
O (-2.707, 2.272, 2.172)
C (-2.386, 0.931, 2.747)
O (-2.754, 0.376, 3.908)
C (-1.480, 0.266, 1.510)
P (-1.163, -1.609, 1.393)
O (-2.162, -2.302, 2.442)
O (-1.484, -2.327, -0.160)
O (0.475, -1.897, 1.991)
C (-0.980, 1.287, 0.557)
C (-0.111, 1.232, -0.820)
C (0.810, -0.098, -1.047)
C (1.994, 0.300, -2.159)
S (3.545, -0.627, -1.670)
H (-2.293, -1.917, -0.588)
H (0.811, -1.009, 2.370)
H (-0.821, 1.429, -1.742)
H (0.642, 2.159, -0.785)
H (1.300, -0.547, -0.085)
H (0.126, -0.888, -1.624)
H (1.666, -0.131, -3.223)
H (2.119, 1.457, -2.292)
H (3.254, -1.987, -1.998)
Cd (4.353, -2.923, -3.091)

Properties
Highest occupied orbital energy   -15.37 eV
Relative energy (zero: lowest compared OMol25 entry of this formula, charge and spin)   720.9 kJ/mol
E   -1629.82018 a.u.
Total charge   +2

Computed, not measured: the molecule C7H9Cl2NOS at a distorted geometry, with ωB97M-V/def2-TZVPD.

CARTESIAN COORDINATES (ANGSTROEM)
C (1.410, 0.293, 0.604)
C (0.334, -0.510, -0.204)
C (-0.032, -1.765, 0.696)
C (0.884, -1.043, -1.552)
C (-0.984, 0.180, -0.429)
O (-1.549, 0.003, -1.433)
C (-1.792, 1.032, 0.746)
Cl (-2.031, 0.186, 2.236)
Cl (-3.347, 1.337, -0.009)
S (-0.971, 2.594, 1.219)
C (-0.223, 2.980, -0.211)
N (0.356, 3.361, -1.138)
H (1.039, 0.594, 1.597)
H (2.432, -0.335, 0.647)
H (1.777, 1.226, 0.103)
H (-0.049, -2.599, 0.032)
H (0.789, -1.878, 1.466)
H (-1.055, -1.841, 1.278)
H (1.807, -1.763, -1.333)
H (0.047, -1.802, -2.051)
H (1.159, -0.249, -2.263)

Properties
Highest occupied orbital energy   -9.99 eV
Relative energy (zero: lowest compared OMol25 entry of this formula, charge and spin)   0.0 kJ/mol
E   -1720.61531 a.u.
Total charge   0
SMILES string   CC(C)(C)C(=O)C(Cl)(Cl)SC#N

Computed, not measured: the molecule C7H9ClN2O4S at a distorted geometry, with ωB97M-V/def2-TZVPD.

CARTESIAN COORDINATES (ANGSTROEM)
C (-1.310, -1.490, 2.938)
O (-2.401, -0.966, 3.669)
C (-3.181, 0.013, 3.386)
O (-4.163, 0.486, 3.846)
O (-2.711, 0.564, 1.914)
N (-3.084, 1.792, 1.249)
O (-3.879, 2.459, 1.867)
C (-2.562, 2.041, 0.036)
Cl (-3.333, 3.426, -0.718)
C (-1.321, 1.531, -0.521)
N (-0.678, 0.635, 0.087)
C (0.610, 0.185, -0.328)
C (0.553, -0.005, -1.829)
C (0.390, 1.289, -2.603)
S (-0.830, 2.428, -2.035)
H (-1.444, -2.561, 2.903)
H (-0.442, -0.998, 3.255)
H (-1.261, -1.167, 1.902)
H (0.833, -0.736, 0.215)
H (1.349, 0.909, -0.165)
H (1.400, -0.526, -2.152)
H (-0.308, -0.619, -2.066)
H (1.354, 1.791, -2.808)
H (-0.150, 1.023, -3.437)

Properties
Highest occupied orbital energy (alpha / beta)   -8.56 / -8.56 eV
Relative energy (zero: lowest compared OMol25 entry of this formula, charge and spin)   522.7 kJ/mol
E   -1540.77526 a.u.
Total charge   0
SMILES string   COC(=O)O/[N+]([O-])=C(/Cl)C1=NCCCS1

Computed, not measured: a structure of composition C7H9ClN2S2 at a distorted geometry, with ωB97M-V/def2-TZVPD.

CARTESIAN COORDINATES (ANGSTROEM)
C (-0.500, 0.288, 1.159)
C (-0.936, -0.812, 0.410)
C (-1.555, 0.940, 1.611)
C (0.873, -0.947, -1.909)
C (0.916, 0.761, 1.353)
C (0.216, -1.201, -3.333)
C (1.874, -0.042, 1.714)
N (-2.210, -0.943, 0.205)
N (-1.520, 2.071, 2.400)
S (-2.980, 0.324, 0.899)
S (0.130, -2.063, -0.564)
Cl (1.123, 2.445, 1.098)
H (2.061, -1.117, -1.911)
H (0.727, -0.536, -3.993)
H (-0.870, -1.064, -3.231)
H (0.501, -2.120, -3.767)
H (2.879, 0.221, 2.071)
H (0.605, -0.014, -1.502)
H (1.573, -1.125, 1.956)
H (-0.599, 2.353, 2.788)
H (-2.311, 2.581, 2.547)

Properties
Highest occupied orbital energy   -8.52 eV
Relative energy (zero: lowest compared OMol25 entry of this formula, charge and spin)   131.2 kJ/mol
E   -1638.14748 a.u.
Total charge   0

Computed, not measured: a cluster of 2 separate species, C7H9FN6O in total at a distorted geometry, with ωB97M-V/def2-TZVPD.

CARTESIAN COORDINATES (ANGSTROEM)
C (-1.018, -1.621, 1.378)
C (-2.606, -0.457, 0.326)
C (-2.253, -1.735, 0.901)
C (-1.478, 0.359, 0.499)
C (-2.529, 2.127, -0.345)
C (-3.717, 0.001, -0.435)
C (0.737, -0.820, -1.596)
N (-1.493, 1.731, 0.306)
N (-0.513, -0.361, 1.196)
N (-3.504, 1.335, -0.794)
N (1.003, 1.069, 2.029)
N (1.351, 0.106, -0.745)
N (0.747, -0.100, 1.410)
O (-4.678, -0.597, -0.919)
F (-3.060, -2.765, 0.859)
H (-0.352, -2.450, 1.756)
H (-2.686, 3.152, -0.533)
H (-0.259, -0.460, -1.679)
H (1.201, -0.659, -2.500)
H (0.930, -1.909, -1.372)
H (-4.229, 1.664, -1.457)
H (1.977, 1.358, 1.829)
H (0.334, 1.788, 2.091)
H (2.415, -0.156, -0.571)

Properties
Highest occupied orbital energy (alpha / beta)   -7.58 / -8.49 eV
Relative energy (zero: lowest compared OMol25 entry of this formula, charge and spin)   302.8 kJ/mol
E   -775.61109 a.u.
Total charge   0

Computed, not measured: the molecule C7H9IO3 at a distorted geometry, with ωB97M-V/def2-TZVPD.

CARTESIAN COORDINATES (ANGSTROEM)
C (1.569, -1.924, 0.732)
O (0.418, -1.437, 1.395)
C (-0.553, -0.720, 0.887)
O (-1.381, -0.242, 1.611)
C (-0.653, -0.577, -0.642)
C (-1.584, 0.579, -0.998)
C (-1.481, 1.835, -0.583)
C (-0.456, 2.309, 0.339)
O (-0.812, 2.444, 1.627)
C (0.819, 2.590, 0.151)
I (1.587, 2.428, -1.758)
H (2.036, -2.871, 1.135)
H (2.230, -1.131, 0.867)
H (1.433, -2.099, -0.451)
H (-1.163, -1.600, -1.113)
H (0.481, -0.521, -1.038)
H (-2.390, 0.273, -1.706)
H (-2.226, 2.473, -0.757)
H (-1.171, 1.592, 1.964)
H (1.595, 2.990, 0.870)

Properties
Highest occupied orbital energy   -8.55 eV
Relative energy (zero: lowest compared OMol25 entry of this formula, charge and spin)   121.5 kJ/mol
E   -795.44663 a.u.
Total charge   0
SMILES string   COC(=O)C/C=C\C(O)=C/I

Computed, not measured: a cluster of 2 separate species, C7H9ISi in total at a distorted geometry, with ωB97M-V/def2-TZVPD.

CARTESIAN COORDINATES (ANGSTROEM)
C (1.841, 2.628, 0.338)
C (0.794, 2.442, 1.224)
C (1.820, 1.992, -0.895)
C (-0.267, 1.622, 0.883)
C (0.764, 1.169, -1.232)
C (-0.299, 0.976, -0.351)
C (-1.216, -3.453, 0.609)
Si (-1.676, -0.187, -0.823)
I (-3.840, 0.502, 0.144)
H (2.674, 3.261, 0.600)
H (0.800, 2.935, 2.185)
H (2.631, 2.145, -1.589)
H (-1.080, 1.487, 1.582)
H (0.759, 0.679, -2.195)
H (-1.029, -3.967, -0.309)
H (-0.391, -3.226, 1.252)
H (-2.203, -3.474, 1.021)
H (-1.867, -0.371, -2.253)

Properties
Highest occupied orbital energy (alpha / beta)   -8.83 / -7.40 eV
Relative energy (zero: lowest compared OMol25 entry of this formula, charge and spin)   98.4 kJ/mol
E   -859.23207 a.u.
Total charge   0

Computed, not measured: a structure of composition C7H9IrN5O8S2 at a distorted geometry, with ωB97M-V/def2-TZVPD.

CARTESIAN COORDINATES (ANGSTROEM)
Ir (0.118, -0.169, -0.218)
N (0.411, 0.426, 2.171)
N (1.196, -0.514, 2.829)
C (1.762, -1.528, 2.138)
N (2.408, -2.479, 2.791)
N (1.644, -1.447, 0.816)
N (2.122, -2.418, -0.043)
O (2.792, -3.348, 0.380)
O (1.887, -2.209, -1.218)
H (0.747, 1.367, 2.333)
H (-0.569, 0.345, 2.423)
H (1.181, -0.552, 3.835)
H (2.447, -2.512, 3.795)
H (2.824, -3.214, 2.238)
O (-0.538, -0.674, -2.534)
S (-0.815, 0.924, -2.771)
O (-0.690, 1.618, -1.487)
O (0.699, 0.084, -2.887)
C (-2.791, 0.616, -2.757)
C (-3.315, 0.859, -4.010)
C (-4.677, 0.661, -4.208)
C (-5.475, 0.224, -3.164)
C (-4.921, -0.015, -1.915)
C (-3.558, 0.180, -1.702)
S (-3.105, -0.241, 0.020)
O (-2.313, -1.641, -0.416)
O (-2.037, 0.645, 0.521)
O (-1.203, -1.805, 0.462)
H (-2.682, 1.191, -4.823)
H (-5.107, 0.852, -5.182)
H (-6.533, 0.069, -3.325)
H (-5.539, -0.356, -1.093)

Properties
Highest occupied orbital energy (alpha / beta)   -11.38 / -12.06 eV
E   -2047.75695 a.u.
Expectation value of S²   6.018
Spin multiplicity   5
Total charge   +1